Here is C10H24IO3P2Rh as an isolated structure from the OMol25 dataset. Energies are from ωB97M-V/def2-TZVPD.

ORCA input file:
```
! RIJCOSX wB97M-V def2-TZVPD def2/J DEFGRID3
* xyz 2 5
C 2.9756 -1.6989 1.4579
H 2.7642 0.8224 -1.4239
H -0.8862 -0.6598 -7.0975
H -2.9823 2.1900 1.1798
H -2.7532 0.8707 -1.4214
Rh 0.0000 0.0001 0.8301
H -4.3334 1.0663 1.4996
H 0.9067 0.5214 4.6202
O 0.0175 1.8656 -5.5217
P -2.3143 -0.1019 0.7537
H 2.4851 -2.5361 0.9549
H 4.0772 -0.2929 -0.9423
H 2.5020 -0.9316 -1.5154
I -0.0074 -0.7500 -4.0122
O 0.0000 0.0001 2.8301
H -2.7628 -1.6877 2.5295
H -2.5330 -2.4890 0.9614
C 0.0000 0.0001 4.2501
H 2.7341 -1.7414 2.5233
C -3.0061 -1.6419 1.4646
C -3.2545 1.2202 1.6053
H 4.3532 0.9825 1.4984
H -0.9067 0.5216 4.6201
C -0.0004 -0.0208 -7.0437
H 3.0248 2.1330 1.1783
C -2.9972 -0.0831 -0.9459
H 4.0610 -1.7626 1.3237
H -2.5198 -0.8875 -1.5111
H 3.0129 1.1690 2.6645
H -4.0838 -0.2226 -0.9371
C 2.9931 -0.1356 -0.9497
H -0.0001 -1.0463 4.6179
C 0.0153 1.5264 1.8224
C 0.0062 0.6971 -5.7231
H -4.0927 -1.6849 1.3330
H 0.8776 -0.6703 -7.0999
O 0.0254 2.5079 2.4601
H -2.9905 1.2266 2.6664
H 0.0031 0.7111 -7.8555
P 2.3118 -0.1450 0.7507
C 3.2774 1.1579 1.6036
*
```

Computed properties:
**Strongest force on any atom**: 10.37 eV/Å
**Highest occupied orbital energy (alpha / beta)**: -14.434 / -14.415 eV
**DFT total energy**: -1711.3281 Eh

=====

Here is C20H22F12N2O6Sn as an isolated structure from the OMol25 dataset. Energies are from ωB97M-V/def2-TZVPD.

ORCA input file:
```
! RIJCOSX wB97M-V def2-TZVPD def2/J DEFGRID3
* xyz 0 1
H 0.6121 2.8436 -3.2476
F 4.7950 -2.6551 0.1982
H -3.1210 4.5214 1.1992
C -1.7194 -2.7187 0.1556
H -2.5592 -4.5808 0.8635
C -2.0163 3.9114 2.9475
H -2.7299 2.3504 0.0504
Sn 0.0426 -0.0916 -0.3706
H 2.2805 -0.3451 -2.7883
H -0.4863 0.9267 3.1880
F -2.1241 6.2681 2.9628
F 3.9975 -1.3806 -1.3590
N 1.2469 1.2592 -1.9559
H 3.0183 0.7736 -0.9382
F 1.2412 -4.4227 -0.7855
O 1.4751 -1.8074 -0.7470
C -2.4466 -2.7652 -1.1844
C 0.4041 2.3991 -2.2722
F 3.8800 -0.7520 0.7015
F -1.6063 5.2892 4.8279
H -3.4629 -2.3736 -1.0898
C -2.3321 5.1694 3.7063
H 1.9281 0.9636 -3.9328
C 1.8979 2.1779 0.2133
H -0.7336 -3.1690 0.0369
N -1.6033 1.5442 1.5739
F 3.0464 -4.7955 0.3471
C -2.3229 2.5343 1.0373
C -2.5449 3.7413 1.6782
H 2.9881 2.4339 -1.6034
C -1.0889 2.0537 -2.3021
H 0.3274 -1.8394 -2.2363
O -0.3030 -1.1285 -2.5010
H -3.4337 -3.1488 1.4391
O 1.1617 1.3052 0.8239
O 2.2263 3.2773 0.6036
H -0.8441 3.0066 4.5054
F 2.9866 -2.9144 2.3041
H -1.1971 -1.2315 1.7061
H 0.5121 3.1563 -1.4942
C 2.4716 -3.9579 -0.5227
O -1.4253 1.1343 -1.4696
H -2.4957 -3.7911 -1.5501
H 0.5046 -0.9491 -4.4123
C -1.0840 1.7377 2.7857
O -1.7912 2.6725 -3.0818
C 0.2663 -0.3341 -3.5444
H -1.9148 -2.1623 -1.9232
C 2.3929 1.6442 -1.1386
F -3.6322 5.1819 4.0693
C -1.6021 -1.3310 0.7045
H -1.8643 -3.5893 2.1543
C 3.7950 -1.8238 -0.1062
H -2.3886 -0.6225 0.4638
F 3.1690 -4.0037 -1.6684
C -1.2712 2.8968 3.5189
C 1.5322 0.3858 -3.0901
H -0.5020 0.3791 -3.8341
F 1.5714 -1.3112 1.9226
C 1.9861 -2.5277 1.5125
C 2.3792 -2.4862 0.0003
F 0.9534 -3.3690 1.7175
C -2.4430 -3.5598 1.2305
*
```

Computed properties:
**Strongest force on any atom**: 2.69 eV/Å
**ΔE to the lowest compared entry with this formula, charge and spin**: 23.5 kcal per mole
**Highest occupied orbital energy**: -9.858 eV
**DFT total energy**: -2749.0842 Eh

=====

Here is one molecule with the formula C5H5F from the OMol25 dataset. Energies are from ωB97M-V/def2-TZVPD.

ORCA input file:
```
! RIJCOSX wB97M-V def2-TZVPD def2/J DEFGRID3
* xyz 0 1
C -1.1133 -0.5401 -0.0166
C 1.3534 -0.4429 0.3877
C -0.0086 0.2332 -0.0090
H 0.8060 2.1883 -0.3549
H -0.9298 1.8354 -0.6865
C 0.0678 1.5058 -0.3080
F 1.7718 -1.2885 -0.6070
H 2.0621 0.2926 0.5799
H -3.0589 -1.7212 -0.1271
H 1.2142 -0.9923 1.3257
C -2.1646 -1.0706 -0.1842
*
```

Computed properties:
**Strongest force on any atom**: 6.20 eV/Å
**ΔE to the lowest compared entry with this formula, charge and spin**: 50.4 kcal per mole
**Highest occupied orbital energy**: -9.502 eV
**DFT total energy**: -293.2618 Eh

=====

Here is a 2-piece molecular cluster, C5H13NO2 overall from the OMol25 dataset. Energies are from ωB97M-V/def2-TZVPD.

ORCA input file:
```
! RIJCOSX wB97M-V def2-TZVPD def2/J DEFGRID3
* xyz 0 1
C 1.1402 -0.7608 -1.2287
H 2.6208 0.6536 -0.6295
H -1.1334 0.5101 1.8116
O -0.8231 -2.5781 1.2337
C -0.1429 0.0988 -1.2375
H 0.1384 2.0164 -0.3404
N 1.0548 0.4860 0.7691
C -0.0858 1.0018 -0.0009
H 2.7039 -0.7941 0.3438
C 2.0091 -0.1161 -0.1522
H 1.6333 -0.7557 -2.1931
H -0.2913 0.6668 -2.1474
C -1.3120 1.1127 0.9358
H -1.0181 -0.5421 -1.1682
H -0.2472 -1.8044 1.2960
H -1.7102 -2.2982 0.9998
O -2.5206 0.5209 0.4229
H -2.8784 1.0190 -0.3232
H -1.4855 2.1689 1.1372
H 0.8648 -1.7600 -0.9229
H 1.4833 1.1544 1.3942
*
```

Computed properties:
**Strongest force on any atom**: 1.60 eV/Å
**ΔE to the lowest compared entry with this formula, charge and spin**: 33.7 kcal per mole
**Highest occupied orbital energy**: -8.959 eV
**DFT total energy**: -403.5229 Eh